No. 1
Computed, not measured: the molecule C3H6N2O, with wB97M-V/def2-TZVPD.

CARTESIAN COORDINATES (ANGSTROEM)
C 1.6482 0.4044 0.3174
N 0.5202 0.5427 -0.3551
C -0.4488 -0.1529 -0.9332
N -0.4856 -1.5379 -0.9426
C -0.8625 0.9729 -0.0540
O -1.2667 0.8941 1.2568
H 2.2345 -0.4939 0.1697
H 2.0704 1.2857 0.7811
H -0.7971 0.1525 1.6665
H -1.3447 -1.9584 -1.2601
H -0.0621 -2.0145 -0.1495
H -1.2059 1.9053 -0.4972

Force components x, y, z for each atom (eV/Å):
0.079 0.040 -0.142
0.036 -0.167 -0.025
0.210 -0.191 0.179
-0.122 0.123 -0.027
-0.185 0.394 -0.052
0.039 -0.183 -0.135
-0.041 0.114 -0.080
-0.073 -0.131 0.038
-0.102 0.030 0.058
0.113 0.071 0.052
-0.030 0.064 0.049
0.076 -0.165 0.086

Output
- energy relative to the best compared isomer or geometry (same formula, charge and spin) (kcal per mole) = 107.0
- total energy (eV) = -8232.0577
- Kohn-Sham gap (eV) = 7.915
- largest force on an atom (Eh/bohr) = 0.0085


No. 2
Computed, not measured: a 7-piece molecular cluster, C21H63O28P7 overall in a non-equilibrium geometry, with wB97M-V/def2-TZVPD.

CARTESIAN COORDINATES (ANGSTROEM)
C -1.5926 -0.5547 1.1556
O -2.6518 -0.3364 0.2033
P -3.0879 1.2395 0.0303
O -3.4526 1.8963 1.3127
O -4.2925 1.4572 -1.0967
C -5.6387 1.5756 -0.5804
O -1.7480 1.7735 -0.7067
C -1.5487 3.0923 -1.1273
H -1.6706 -1.6182 1.3816
H -1.5797 0.0470 2.0644
H -0.6066 -0.4211 0.7106
H -5.9677 2.6025 -0.4212
H -5.8747 1.0811 0.3619
H -6.3010 1.1197 -1.3163
H -0.5050 3.0179 -1.4326
H -1.9027 3.7740 -0.3539
H -2.1753 3.1388 -2.0180
C 2.1721 -7.4303 -6.2687
O 2.6058 -6.3510 -7.0859
P 2.1137 -4.8452 -6.7938
O 0.9909 -4.5443 -7.7477
O 3.3404 -3.8319 -6.9223
C 4.5918 -4.1136 -7.5995
O 1.7751 -4.7453 -5.1910
C 0.8579 -3.6807 -4.8436
H 3.1274 -7.9310 -6.1114
H 1.5517 -8.1502 -6.8025
H 1.6393 -7.2121 -5.3431
H 5.3659 -3.6721 -6.9719
H 4.7215 -3.5248 -8.5075
H 4.7341 -5.1715 -7.8204
H -0.0155 -3.5449 -5.4813
H 1.3656 -2.7416 -4.6232
H 0.5647 -4.0133 -3.8479
C -17.0706 3.4916 -6.4504
O -15.7559 2.9939 -6.1958
P -14.5421 3.9351 -5.7468
O -14.2320 5.1045 -6.5740
O -13.4330 2.7405 -5.7461
C -12.1922 2.7664 -5.1263
O -14.8852 4.2031 -4.1544
C -15.5295 5.3631 -3.7602
H -17.1753 4.5666 -6.5966
H -17.5204 3.3246 -5.4717
H -17.5337 2.8556 -7.2048
H -12.2263 1.9235 -4.4360
H -11.8987 3.7286 -4.7067
H -11.4609 2.4718 -5.8789
H -16.2664 5.2888 -2.9605
H -16.0475 5.8876 -4.5631
H -14.6894 5.9502 -3.3893
C 6.2094 3.6594 5.3068
O 6.5739 2.2435 5.1700
P 5.4750 1.0400 5.3764
O 5.9722 -0.3032 5.1016
O 4.9554 1.1607 6.8641
C 5.6799 0.5376 7.8928
O 4.2795 1.4871 4.4366
C 4.3784 1.8086 3.0660
H 6.6440 4.0020 6.2458
H 5.1579 3.8579 5.0995
H 6.7399 4.2357 4.5488
H 6.4724 -0.1610 7.6246
H 5.1006 -0.1433 8.5164
H 6.0614 1.1509 8.7092
H 3.7391 1.2065 2.4204
H 5.3956 1.6790 2.6965
H 4.0330 2.7946 2.7552
C 0.7244 -0.3914 12.4503
O 0.6298 -0.3147 11.0567
P -0.4509 -1.2501 10.2079
O -0.5487 -0.9135 8.7458
O -0.0722 -2.7565 10.6486
C 1.2043 -3.2342 10.0361
O -1.7738 -0.9290 11.0324
C -2.3203 0.3142 10.8814
H 0.1541 0.4496 12.8448
H 1.6965 -0.3599 12.9424
H 0.3125 -1.3019 12.8855
H 1.2099 -4.2727 9.7051
H 1.8384 -3.0855 10.9100
H 1.6086 -2.6362 9.2194
H -2.9116 0.4982 11.7784
H -2.9283 0.4289 9.9840
H -1.5121 1.0091 10.6534
C 2.5037 3.5074 -6.5459
O 3.1605 4.6801 -7.0111
P 2.6229 6.1198 -6.4271
O 1.1243 6.0689 -6.1966
O 3.5649 6.3936 -5.1166
C 3.5160 7.5789 -4.3274
O 3.2759 7.0627 -7.5830
C 4.6345 7.4206 -7.6312
H 2.2758 2.8398 -7.3769
H 1.5876 3.6804 -5.9811
H 3.2430 3.0471 -5.8904
H 4.3637 8.2572 -4.4242
H 3.5326 7.2716 -3.2818
H 2.6328 8.1433 -4.6265
H 4.6366 8.5035 -7.7556
H 5.1499 7.0440 -8.5148
H 5.2130 7.1073 -6.7622
C 7.9673 -9.1122 0.7499
O 6.8610 -8.7661 1.4756
P 6.2230 -7.3374 1.3953
O 5.7866 -6.9498 0.0422
O 5.0099 -7.4932 2.4297
C 4.2714 -6.2813 2.8305
O 7.3889 -6.4738 2.1576
C 8.3128 -5.6391 1.4701
H 7.8635 -9.9664 0.0808
H 8.7811 -9.3197 1.4448
H 8.3452 -8.4422 -0.0224
H 3.2487 -6.4945 2.5195
H 4.6048 -5.3053 2.4779
H 4.4480 -6.3278 3.9051
H 9.2778 -6.1376 1.3779
H 8.3949 -4.5648 1.6347
H 8.0021 -5.6026 0.4260

Force components x, y, z for each atom (eV/Å):
0.657 -0.962 -0.127
-0.849 2.225 -0.368
0.094 0.491 0.207
0.432 -0.535 -1.179
1.507 -0.919 1.843
-0.925 -0.182 -0.161
-1.658 -2.569 1.506
-0.678 -0.586 -0.998
-0.048 0.155 0.321
-0.769 0.098 -0.126
-0.118 0.185 -0.441
0.554 0.202 -0.287
0.786 -0.262 0.056
0.191 0.085 -0.175
0.011 1.239 0.279
0.676 0.390 -0.165
0.140 0.948 -0.191
0.882 -1.480 -0.025
-0.206 1.835 0.886
-2.152 0.285 -1.484
1.522 0.055 1.929
0.349 -1.068 -0.386
0.180 0.794 0.201
0.099 0.162 -2.496
0.051 -0.372 1.864
-0.314 -0.399 0.779
-0.127 0.402 -0.498
0.387 0.587 -0.081
0.069 -0.641 0.357
-0.788 -0.147 -0.284
-0.026 0.124 0.273
0.385 -0.287 -0.264
0.291 0.043 -0.699
-0.602 0.110 -0.066
-0.205 -0.361 1.702
1.173 0.708 -0.818
0.210 -1.990 0.697
-0.321 -0.077 0.648
-2.873 1.785 -0.419
1.070 -0.806 -0.011
0.590 -2.212 -2.043
0.435 2.147 0.402
0.481 -0.061 -0.708
-0.890 -0.117 -0.202
0.090 0.389 -0.023
0.354 0.464 0.629
-0.173 -0.137 0.241
0.170 0.268 -0.065
0.167 -0.923 0.085
0.255 0.037 -0.237
-0.535 0.886 0.121
0.872 -0.613 -0.457
-1.102 -0.364 0.046
1.235 0.636 -0.912
0.570 0.164 -0.278
-0.552 0.839 -0.168
0.646 -1.785 2.086
-0.930 0.447 1.015
0.495 -0.181 -1.459
-0.772 0.011 0.226
-0.086 -0.224 0.696
0.222 -0.398 -0.264
0.207 0.541 -0.937
-1.154 0.003 -0.566
0.130 1.120 -0.783
-0.042 -0.764 0.604
0.070 0.038 0.105
0.184 0.519 1.043
-1.067 -0.038 1.640
0.156 -1.052 -2.119
0.601 1.052 -0.634
0.699 -0.667 2.761
-0.194 0.673 -1.739
0.274 0.685 1.455
0.962 -3.364 -0.018
-0.550 2.031 -0.786
-0.046 -0.007 0.253
0.620 0.321 -1.097
-0.434 -0.176 -0.341
-0.758 0.100 0.349
0.632 -0.497 -0.404
-0.596 0.321 -0.006
0.209 0.481 -0.151
-0.434 -0.529 0.036
-0.069 0.663 0.796
0.493 -0.775 0.613
-0.777 2.075 0.741
-0.512 -1.361 -0.617
3.388 1.040 -0.507
-0.247 -0.677 -1.347
-0.575 0.300 0.088
-1.891 -0.929 1.250
0.838 0.786 -0.246
0.137 0.215 -0.093
0.059 0.339 -0.157
-0.257 -0.470 0.062
0.359 -0.371 -0.648
-0.503 0.039 -0.072
-0.157 0.072 0.586
0.266 0.079 0.341
-0.403 -0.462 -0.091
-0.220 0.096 0.101
2.457 -0.847 -1.319
-1.726 -0.417 0.646
-0.363 0.437 0.023
0.763 0.533 0.636
1.464 0.984 -0.793
0.258 -1.323 0.657
-1.173 0.464 0.166
0.001 -0.503 -2.743
-0.785 -0.620 0.629
0.097 -0.038 -0.079
-0.298 1.125 0.438
0.042 0.362 0.318
0.353 -0.384 -0.507
-0.725 0.461 0.043
0.145 0.180 0.749
-0.298 -0.256 1.487
-0.212 -0.149 -0.347

Output
- structure (SMILES) = COP(=O)(OC)OC.COP(=O)(OC)OC.COP(=O)(OC)OC.COP(=O)(OC)OC.COP(=O)(OC)OC.COP(=O)(OC)OC.COP(=O)(OC)OC
- energy relative to the best compared isomer or geometry (same formula, charge and spin) (kcal per mole) = 150.9
- total energy (eV) = -145160.7395
- Kohn-Sham gap (eV) = 10.311
- largest force on an atom (Eh/bohr) = 0.0696


No. 3
Computed, not measured: the molecule C4H5NO in a non-equilibrium geometry, with wB97M-V/def2-TZVPD.

CARTESIAN COORDINATES (ANGSTROEM)
N 1.9645 -0.1984 0.2856
C 0.6321 -0.1224 -0.0538
C -0.3070 0.8199 0.0210
C -1.5919 0.0711 -0.1275
C -1.2481 -1.2951 -0.6287
O 0.0793 -1.3411 -0.4776
H 2.4898 -0.8636 -0.2653
H 2.4121 0.7056 0.3261
H -0.2361 1.8123 0.4332
H -2.5255 0.5143 -0.4722
H -1.6691 -0.1025 0.9593

Force components x, y, z for each atom (eV/Å):
0.050 0.018 -0.134
-0.064 0.421 -0.185
0.400 0.071 -0.213
-0.056 0.008 0.330
0.343 0.257 0.481
-0.149 -0.082 -0.114
-0.034 0.040 0.009
0.029 -0.107 0.015
0.233 0.011 -0.114
0.296 0.037 -0.122
-1.048 -0.674 0.047

Output
- energy relative to the best compared isomer or geometry (same formula, charge and spin) (kcal per mole) = 75.1
- total energy (eV) = -7763.2714
- Kohn-Sham gap (eV) = 9.348
- largest force on an atom (Eh/bohr) = 0.0242


No. 4
Computed, not measured: a 2-piece molecular cluster, C5H13NS2 overall in a non-equilibrium geometry, with wB97M-V/def2-TZVPD.

CARTESIAN COORDINATES (ANGSTROEM)
C 1.1772 0.3677 -1.0052
C 1.8966 -0.9386 -0.9482
C 2.8367 -1.2602 -1.8410
N 1.4910 -1.7552 0.1008
H 1.0993 0.8299 -0.0194
H 0.1541 0.2647 -1.3536
H 1.6670 1.0825 -1.6640
H 3.4195 -2.1655 -1.7770
H 3.0480 -0.5574 -2.6345
H 0.4840 -1.8371 0.2013
H 1.9175 -2.6670 0.0534
C -1.3954 1.9857 2.0485
C -2.1596 1.0997 1.0841
S -1.5871 -0.6271 1.1716
S -3.0249 -1.5342 -0.3429
H -0.3273 1.9406 1.8518
H -1.5166 1.6212 3.0643
H -1.7045 3.0343 2.0053
H -2.0459 1.4473 0.0562
H -3.2191 1.0802 1.3469
H -2.2108 -1.4115 -1.3983

Force components x, y, z for each atom (eV/Å):
-0.189 0.638 -0.050
-0.394 -0.090 -0.067
0.180 0.354 0.022
0.368 -0.348 -0.084
0.057 -0.200 0.058
-0.246 -0.228 0.007
0.169 -0.113 -0.123
-0.077 -0.250 -0.100
0.264 -0.003 0.057
-0.035 0.454 0.273
-0.010 -0.147 -0.013
0.180 -0.008 0.079
0.044 -0.395 0.040
1.514 0.899 1.750
-1.610 -0.966 -1.621
0.159 0.029 -0.136
-0.122 0.003 0.195
-0.131 0.052 -0.043
-0.113 0.086 -0.035
-0.048 0.185 -0.190
0.038 0.049 -0.019

Output
- multiplicity = 2
- net charge = -1
- energy relative to the best compared isomer or geometry (same formula, charge and spin) (kcal per mole) = 1.5
- total energy (eV) = -28556.1836
- Kohn-Sham gap (spin up / spin down) (eV) = 4.195 / 7.441
- largest force on an atom (Eh/bohr) = 0.0483